The following is a quantum chemistry calculation of a cluster of 5 separate species, C66H147O2P4 in total in a non-equilibrium geometry, from OMol25.

Properties
**ΔE to the lowest compared entry with this formula, charge and spin**: 0.000 eV
**DFT total energy**: -112056.847 eV
**Charge**: +3
**E_LUMO**: -4.634 eV
**Frontier orbital gap**: 9.4 eV
**HOMO**: -14.1 eV

Each line ends with the Mulliken charge.
Geometry (Å):
C  -21.951  -27.867  -14.612  -1.313
C  -20.772  -26.928  -14.727  0.612
C  -19.660  -27.330  -13.727  -1.510
C  -18.258  -26.725  -14.027  0.714
P  -16.916  -27.414  -13.168  -0.089
C  -15.538  -26.317  -12.902  -0.119
C  -14.431  -27.018  -12.115  -0.729
C  -13.302  -26.047  -11.822  -0.331
C  -12.229  -26.598  -10.910  -1.461
C  -16.262  -28.882  -13.993  -0.917
C  -15.965  -28.618  -15.543  -0.667
C  -15.196  -29.824  -16.243  -0.633
C  -13.774  -30.009  -15.788  -1.185
C  -17.427  -28.028  -11.528  -1.803
C  -18.003  -27.057  -10.453  0.227
C  -16.889  -26.979  -9.302  -0.072
C  -17.251  -26.022  -8.184  -0.962
H  -21.627  -28.954  -14.679  0.332
H  -22.801  -27.814  -15.285  0.439
H  -22.288  -27.736  -13.601  0.106
H  -20.996  -25.866  -14.573  -0.736
H  -20.445  -27.092  -15.750  0.541
H  -19.568  -28.354  -13.724  1.177
H  -20.017  -27.030  -12.753  0.249
H  -18.286  -25.609  -13.857  -1.020
H  -17.990  -26.738  -15.126  0.674
H  -16.016  -25.507  -12.298  -0.096
H  -15.168  -25.872  -13.824  1.139
H  -13.947  -27.770  -12.785  0.233
H  -14.692  -27.560  -11.145  0.422
H  -13.711  -25.154  -11.365  0.125
H  -12.889  -25.714  -12.818  0.404
H  -11.940  -27.531  -11.307  0.418
H  -12.643  -26.734  -9.915  0.274
H  -11.373  -25.911  -10.848  0.407
H  -17.042  -29.622  -13.828  0.834
H  -15.324  -29.166  -13.416  0.461
H  -15.350  -27.709  -15.686  0.396
H  -16.852  -28.377  -16.133  0.278
H  -15.268  -29.514  -17.317  0.361
H  -15.706  -30.762  -16.142  0.378
H  -13.159  -30.364  -16.561  0.409
H  -13.754  -30.795  -14.992  0.298
H  -13.196  -29.172  -15.413  0.261
H  -16.603  -28.643  -11.210  1.077
H  -18.171  -28.876  -11.699  0.630
H  -18.991  -27.400  -10.117  0.752
H  -18.088  -26.007  -10.863  -0.663
H  -15.968  -26.665  -9.856  -0.444
H  -16.701  -28.038  -8.860  0.325
H  -16.499  -25.955  -7.396  0.455
H  -18.151  -26.390  -7.714  0.542
H  -17.425  -25.026  -8.579  -0.218
C  -27.370  -23.286  -6.475  -1.144
C  -27.640  -23.192  -8.036  -0.661
C  -26.543  -24.036  -8.748  -0.680
C  -25.143  -23.950  -8.159  -1.337
P  -23.712  -23.991  -9.290  0.689
C  -23.340  -25.671  -9.803  -0.660
C  -24.576  -26.553  -10.133  -0.681
C  -24.042  -27.917  -10.607  0.225
C  -25.067  -28.840  -11.225  -1.531
C  -24.141  -22.958  -10.719  0.125
C  -24.700  -21.539  -10.355  -0.277
C  -24.947  -20.607  -11.551  -1.326
C  -23.771  -20.277  -12.432  -0.079
C  -22.328  -23.304  -8.314  -0.275
C  -22.135  -23.931  -6.928  -0.515
C  -21.068  -23.144  -6.150  -0.904
C  -19.727  -23.032  -6.795  -0.746
H  -26.477  -22.595  -6.170  0.227
H  -27.128  -24.326  -6.109  0.233
H  -28.141  -22.960  -5.907  0.519
H  -27.587  -22.176  -8.229  0.239
H  -28.658  -23.519  -8.369  0.460
H  -26.605  -23.591  -9.730  0.165
H  -26.816  -25.069  -8.945  0.598
H  -25.000  -24.632  -7.358  0.907
H  -24.907  -22.946  -7.800  0.621
H  -22.751  -26.171  -9.032  0.753
H  -22.535  -25.637  -10.566  -0.079
H  -25.296  -26.183  -10.932  0.332
H  -25.190  -26.784  -9.269  0.412
H  -23.648  -28.460  -9.784  0.409
H  -23.200  -27.742  -11.315  -0.280
H  -25.980  -28.752  -10.640  0.393
H  -24.755  -29.838  -11.424  0.430
H  -25.471  -28.434  -12.223  0.281
H  -24.860  -23.531  -11.393  0.703
H  -23.212  -22.900  -11.356  -0.330
H  -24.037  -21.033  -9.648  0.289
H  -25.671  -21.640  -9.799  0.007
H  -25.511  -19.741  -11.241  0.486
H  -25.652  -21.115  -12.226  0.398
H  -23.724  -20.914  -13.280  0.033
H  -22.899  -20.439  -11.846  -0.286
H  -23.854  -19.251  -12.743  0.459
H  -22.448  -22.211  -8.221  0.893
H  -21.410  -23.408  -8.937  -0.660
H  -21.754  -24.947  -7.081  0.326
H  -23.057  -23.897  -6.364  0.361
H  -20.961  -23.759  -5.275  0.427
H  -21.504  -22.179  -5.936  0.380
H  -18.895  -22.593  -6.206  0.410
H  -19.849  -22.481  -7.696  0.171
H  -19.301  -23.961  -7.240  0.083
C  -9.862  -25.086  -6.465  -0.937
C  -9.372  -24.001  -5.481  -0.469
C  -9.574  -24.259  -3.964  -0.945
C  -10.974  -24.570  -3.504  -1.392
P  -12.370  -23.403  -3.476  0.243
C  -11.725  -21.766  -3.011  -0.934
C  -10.985  -21.903  -1.627  -0.476
C  -10.245  -20.577  -1.444  -0.752
C  -11.098  -19.390  -1.139  -1.198
C  -13.296  -23.256  -5.028  -1.110
C  -13.742  -24.618  -5.666  -0.710
C  -13.921  -24.468  -7.191  -0.627
C  -15.045  -23.581  -7.713  -1.444
C  -13.443  -23.984  -2.214  -1.240
C  -14.692  -23.247  -1.919  -1.244
C  -15.960  -23.704  -2.611  0.365
C  -17.124  -22.896  -2.091  -1.293
H  -9.763  -24.699  -7.492  0.357
H  -10.948  -25.377  -6.289  0.079
H  -9.294  -26.012  -6.407  0.371
H  -9.825  -23.079  -5.748  0.286
H  -8.271  -23.877  -5.620  0.447
H  -9.229  -23.411  -3.372  0.226
H  -8.965  -25.102  -3.669  0.553
H  -10.992  -24.972  -2.479  0.647
H  -11.398  -25.451  -4.028  0.912
H  -12.564  -20.958  -3.052  0.548
H  -10.989  -21.551  -3.776  0.636
H  -10.297  -22.780  -1.704  0.327
H  -11.626  -22.049  -0.755  0.301
H  -9.652  -20.411  -2.300  0.411
H  -9.456  -20.725  -0.652  0.442
H  -11.211  -19.286  -0.067  0.320
H  -11.989  -19.302  -1.724  0.342
H  -10.509  -18.546  -1.492  0.352
H  -12.654  -22.837  -5.768  0.959
H  -14.160  -22.611  -4.929  0.656
H  -14.646  -25.003  -5.195  0.395
H  -12.927  -25.338  -5.601  0.392
H  -14.114  -25.481  -7.595  0.200
H  -12.985  -24.148  -7.575  0.688
H  -15.279  -23.840  -8.723  0.300
H  -14.691  -22.552  -7.695  0.547
H  -15.951  -23.790  -7.172  0.160
H  -12.796  -24.270  -1.425  0.673
H  -13.794  -24.932  -2.673  0.607
H  -14.482  -22.178  -2.023  0.387
H  -14.866  -23.301  -0.853  0.554
H  -16.176  -24.769  -2.378  0.294
H  -15.838  -23.527  -3.680  -0.104
H  -16.851  -21.815  -2.126  0.338
H  -17.522  -23.151  -1.087  0.367
H  -18.002  -23.009  -2.815  0.222
C  -17.564  -19.556  -20.307  -1.288
C  -18.415  -20.653  -19.626  -0.661
C  -18.338  -20.620  -18.110  -0.240
C  -19.255  -21.732  -17.550  -1.553
P  -19.509  -21.873  -15.773  1.222
C  -20.678  -23.248  -15.435  1.129
C  -22.061  -22.860  -15.842  -0.463
C  -23.100  -23.905  -15.606  -0.941
C  -23.425  -24.105  -14.159  -0.544
C  -20.070  -20.382  -15.021  -1.652
C  -19.956  -20.219  -13.539  2.533
C  -19.919  -18.720  -13.193  -0.731
C  -20.271  -18.390  -11.733  -1.205
C  -18.014  -22.325  -14.917  0.654
C  -17.106  -21.139  -14.665  -0.023
C  -15.781  -21.627  -14.054  -1.099
C  -15.844  -22.193  -12.638  -0.572
H  -17.908  -18.601  -19.905  0.330
H  -17.751  -19.476  -21.401  0.375
H  -16.479  -19.630  -20.069  0.336
H  -18.152  -21.633  -20.001  0.393
H  -19.468  -20.534  -19.921  0.372
H  -18.748  -19.671  -17.714  0.323
H  -17.253  -20.696  -17.898  0.172
H  -18.975  -22.750  -17.865  0.679
H  -20.185  -21.580  -18.028  0.628
H  -20.573  -23.464  -14.370  -1.326
H  -20.361  -24.142  -15.981  0.713
H  -22.116  -22.520  -16.891  0.396
H  -22.313  -21.981  -15.253  -0.321
H  -22.682  -24.821  -16.093  0.318
H  -24.038  -23.820  -16.113  0.500
H  -23.995  -25.019  -14.047  0.447
H  -23.857  -23.267  -13.668  0.287
H  -22.476  -24.159  -13.579  -0.056
H  -21.126  -20.122  -15.400  0.559
H  -19.502  -19.569  -15.531  0.642
H  -19.033  -20.705  -13.134  -1.317
H  -20.838  -20.753  -13.067  -0.776
H  -20.589  -18.197  -13.916  0.441
H  -18.927  -18.328  -13.466  0.368
H  -21.287  -18.662  -11.415  0.179
H  -20.174  -17.292  -11.597  0.408
H  -19.573  -18.831  -11.074  0.361
H  -17.447  -23.064  -15.581  0.840
H  -18.327  -22.847  -14.011  -1.216
H  -17.524  -20.305  -14.084  0.220
H  -16.782  -20.737  -15.637  0.065
H  -15.040  -20.843  -14.072  0.462
H  -15.450  -22.415  -14.764  0.368
H  -14.931  -22.688  -12.323  0.527
H  -16.644  -22.960  -12.407  -0.328
H  -16.200  -21.455  -11.895  0.273
C  -19.283  -22.282  -10.759  -0.247
C  -19.867  -23.465  -11.512  -0.951
O  -20.867  -23.983  -10.914  -0.007
O  -19.297  -23.814  -12.578  0.096
H  -18.633  -21.673  -11.432  -0.599
H  -18.730  -22.607  -9.914  0.306
H  -20.139  -21.574  -10.542  0.182

Forces on atoms 1 to 2 (eV/Å):
0.23 -1.59 1.03
0.77 -0.34 -0.83